1.
DFT (ωB97M-V/def2-TZVPD) results for an isolated molecule of C5H8O in a non-equilibrium geometry.

```
! wB97M-V def2-TZVPD RIJCOSX def2/J DEFGRID3
* xyz 0 1
C 1.39193 -2.29862 0.32847
C -0.87709 2.11209 0.44317
C -0.69731 0.91662 -0.23618
O -1.27657 0.53712 -1.25610
C 0.06055 -0.17080 0.57130
C 1.25907 -0.75663 0.05962
H 2.01252 -0.13421 -0.42717
H 0.44885 -2.14699 -0.31102
H 1.81657 -3.04553 -0.33515
H -0.24497 2.45455 1.25237
H -1.28179 2.92663 -0.14927
H 1.83833 -2.43462 1.31777
H 0.10606 0.19699 1.61898
H -0.71157 -0.95378 0.67524
*
```

E_tot (eV): -7355.198
HOMO-LUMO gap (eV): 4.932
Energy relative to the best compared isomer or geometry (same formula, charge and spin) (kcal/mol): 162.75



2.
DFT (ωB97M-V/def2-TZVPD) results for an isolated molecule of C5H8O.

```
! wB97M-V def2-TZVPD RIJCOSX def2/J DEFGRID3
* xyz 0 1
C -1.35274 -0.97990 -0.41649
C -0.61595 0.32983 -0.55984
C 0.09608 1.21078 0.38344
C 0.94849 0.28188 -0.46149
C 1.72755 -0.57320 0.50717
O 1.42417 -0.74454 1.67125
H -0.80818 -1.65582 0.24264
H -2.39865 -0.90781 -0.09744
H -1.35558 -1.41583 -1.42417
H -1.06942 0.93637 -1.35309
H 0.17260 0.91046 1.42077
H 0.12037 2.27132 0.16646
H 1.51998 0.54749 -1.34818
H 2.71001 -0.96110 0.16717
*
```

E_tot (eV): -7360.545
HOMO-LUMO gap (eV): 10.843
Energy relative to the best compared isomer or geometry (same formula, charge and spin) (kcal/mol): 39.44



3.
DFT (ωB97M-V/def2-TZVPD) results for an isolated molecule of C5H8O in a non-equilibrium geometry.

```
! wB97M-V def2-TZVPD RIJCOSX def2/J DEFGRID3
* xyz 0 1
C 1.18048 -0.35264 -0.86294
C 0.43583 -0.16120 0.55614
C -0.82987 -0.98759 0.72369
C -0.90279 -0.11591 -0.41984
O -1.07285 1.24824 -0.17315
C -0.00722 1.27762 0.80417
H 1.18049 -1.41450 -1.12934
H 2.17178 -0.00448 -0.66500
H 0.86182 0.18502 -1.79379
H -0.66864 -2.04579 0.55859
H -1.54339 -0.73066 1.49644
H -1.13136 -0.43980 -1.43683
H -0.41883 1.51587 1.79829
H 0.74456 2.02582 0.54358
*
```

E_tot (eV): -7357.535
HOMO-LUMO gap (eV): 8.741
Energy relative to the best compared isomer or geometry (same formula, charge and spin) (kcal/mol): 108.85



4.
DFT (ωB97M-V/def2-TZVPD) results for a cluster of 2 separate species, C5H8O in total in a non-equilibrium geometry.

```
! wB97M-V def2-TZVPD RIJCOSX def2/J DEFGRID3
* xyz 0 1
C 0.14687 0.86782 -2.25433
C 1.25439 0.64773 -1.55291
C 0.83346 -0.65512 0.95664
C -0.21993 0.10648 1.70355
C -1.19090 -0.96891 1.23500
O -0.00982 -1.69470 0.80136
H -0.27945 0.10330 -2.89960
H -0.36955 1.82456 -2.22397
H 1.68750 1.40747 -0.90684
H 1.77448 -0.30491 -1.57700
H -0.40877 1.17481 1.81571
H 0.37770 -0.26664 2.58048
H -1.79420 -1.50555 1.97066
H -1.80177 -0.73633 0.35126
*
```

E_tot (eV): -7357.134
HOMO-LUMO gap (eV): 9.653
Energy relative to the best compared isomer or geometry (same formula, charge and spin) (kcal/mol): 118.11



5.
DFT (ωB97M-V/def2-TZVPD) results for a structure of composition C5H8O.

```
! wB97M-V def2-TZVPD RIJCOSX def2/J DEFGRID3
* xyz 0 1
C -1.42594 -0.88278 0.08412
C -0.31586 -0.34658 -0.78358
C 0.40826 0.93832 -0.46751
C 0.76353 0.91816 1.01258
O 1.40578 -0.37000 0.89687
C 1.14481 -0.37592 -0.50006
H -1.38582 -0.57607 1.13413
H -1.47611 -1.97677 0.06213
H -2.33539 -0.45374 -0.34183
H -0.53446 -0.46699 -1.84453
H 0.43639 1.80757 -1.11513
H -0.06542 0.89483 1.73206
H 1.48738 1.68489 1.30010
H 1.89283 -0.79492 -1.16936
*
```

E_tot (eV): -7359.829
HOMO-LUMO gap (eV): 10.301
Energy relative to the best compared isomer or geometry (same formula, charge and spin) (kcal/mol): 55.94



6.
DFT (ωB97M-V/def2-TZVPD) results for a structure of composition C5H8O.

```
! wB97M-V def2-TZVPD RIJCOSX def2/J DEFGRID3
* xyz 0 1
C 1.46055 0.44832 -0.29517
C 1.26181 -1.34942 -0.05091
C 0.18818 -0.38381 -0.16303
C -0.90654 0.07582 0.80440
C -1.74591 0.21887 -0.47128
O -0.71210 -0.37360 -1.27454
H 1.56276 0.84298 -1.30385
H 1.63621 1.14704 0.51957
H 1.52437 -1.43966 1.01469
H 2.30240 -0.38750 -0.35083
H -0.68861 0.99768 1.34993
H -1.25780 -0.69028 1.50027
H -2.67280 -0.36220 -0.51231
H -1.95252 1.25575 -0.76693
*
```

E_tot (eV): -7357.300
HOMO-LUMO gap (eV): 9.589
Energy relative to the best compared isomer or geometry (same formula, charge and spin) (kcal/mol): 114.28



7.
DFT (ωB97M-V/def2-TZVPD) results for an isolated molecule of C5H8O in a non-equilibrium geometry.

```
! wB97M-V def2-TZVPD RIJCOSX def2/J DEFGRID3
* xyz 0 1
C -0.63407 -2.58970 -1.48566
C -0.87235 -1.23545 -0.93473
C 0.12280 -0.49624 -0.42572
C -0.08851 0.69156 0.29376
C 0.91647 1.44465 1.00113
O 0.59424 2.45090 1.74399
H -1.19687 -2.76303 -2.40689
H 0.41703 -2.75258 -1.70850
H -1.04247 -3.33082 -0.79893
H -1.89228 -0.86794 -0.89033
H 1.08230 -1.00575 -0.41339
H -1.05978 1.17637 0.21803
H 1.49567 1.77253 0.07178
H 1.60858 0.71948 1.50170
*
```

E_tot (eV): -7357.877
HOMO-LUMO gap (eV): 6.172
Energy relative to the best compared isomer or geometry (same formula, charge and spin) (kcal/mol): 100.97



8.
DFT (ωB97M-V/def2-TZVPD) results for an isolated molecule of C5H8O in a non-equilibrium geometry.

```
! wB97M-V def2-TZVPD RIJCOSX def2/J DEFGRID3
* xyz 0 1
C 1.51811 0.17440 1.14734
C 0.32230 0.35744 -1.04424
C -0.91617 0.01253 -1.35102
C -1.44548 -0.94149 -0.30947
O -0.77323 -0.55084 0.88037
C 0.21647 0.39524 0.47977
H 1.48514 0.49483 2.18450
H 2.25444 0.75995 0.58848
H 1.74300 -0.88847 1.05135
H 0.97105 1.01341 -1.62174
H -1.51698 0.66706 -1.95316
H -1.13492 -1.97199 -0.55651
H -2.53220 -0.92576 -0.20101
H -0.19154 1.40368 0.70534
*
```

E_tot (eV): -7359.660
HOMO-LUMO gap (eV): 9.648
Energy relative to the best compared isomer or geometry (same formula, charge and spin) (kcal/mol): 59.84



9.
DFT (ωB97M-V/def2-TZVPD) results for a structure of composition C5H8O.

```
! wB97M-V def2-TZVPD RIJCOSX def2/J DEFGRID3
* xyz 0 1
C -1.07788 0.88587 -0.55261
C -1.45338 -0.20064 0.42845
C -0.03507 -0.01442 0.02094
C 0.92843 -0.91897 -0.72496
O 2.03247 -0.11383 -0.27810
C 1.21084 0.38734 0.79021
H -1.36319 0.75678 -1.59394
H -1.11595 1.91642 -0.20726
H -1.74867 0.09397 1.43199
H -1.98117 -1.06983 0.04435
H 0.98375 -1.91005 -0.24935
H 0.87299 -1.01232 -1.81405
H 1.34682 -0.24093 1.68331
H 1.40001 1.44062 1.02103
*
```

E_tot (eV): -7359.913
HOMO-LUMO gap (eV): 10.659
Energy relative to the best compared isomer or geometry (same formula, charge and spin) (kcal/mol): 54.01



- What is the E_tot in the third record?
  -7357.535 eV